C7H15N2OP | the ωB97M-V functional and the def2-TZVPD basis

```
26
C7H15N2OP (the ωB97M-V functional and the def2-TZVPD basis)
C 1.52 -0.43 -3.18
C 1.92 -0.31 -1.75
C 1.38 0.83 -0.96
O 1.68 2.12 -1.37
N 0.63 0.58 0.03
C 0.21 1.65 0.82
C -0.06 1.31 2.30
C -0.91 0.02 2.23
P -0.27 -1.48 1.07
N -1.47 -2.36 0.59
C -2.94 -2.45 0.69
H 2.20 0.06 -3.91
H 0.65 0.12 -3.26
H 1.21 -1.45 -3.55
H 2.96 -0.11 -1.78
H 1.62 -1.15 -1.11
H 1.50 2.65 -0.66
H -0.62 2.08 0.37
H 0.89 2.54 0.78
H 0.96 1.08 2.68
H -0.42 2.17 2.74
H -1.13 -0.32 3.15
H -1.83 0.24 1.86
H -3.12 -2.47 1.74
H -3.35 -1.57 0.34
H -3.19 -3.37 0.16
```

SMILES	CC/C(O)=N/CCC/P=N\C
E_tot	-21815.8879	eV
energy relative to the best compared isomer or geometry (same formula, charge and spin)	79.0	kcal/mol
maximum force	4.81	eV/Å
HOMO	-7.85	eV

Atom charges from the Mulliken analysis, given in e for atoms 1 to 2:
1 C -1.15
2 C -0.04

C19H24N2O4 | the ωB97M-V functional and the def2-TZVPD basis

```
49
C19H24N2O4 (the ωB97M-V functional and the def2-TZVPD basis)
C -5.58 -0.82 -0.79
O -4.37 -0.26 -1.26
C -3.51 0.21 -0.30
C -3.05 1.51 -0.43
C -2.16 2.07 0.48
C -1.67 3.47 0.30
C -1.75 1.30 1.56
C -2.17 -0.01 1.69
C -3.03 -0.58 0.76
O -3.34 -1.93 0.88
C -2.78 -2.72 -0.16
C -1.32 -2.41 -0.29
C -0.26 -2.61 0.56
C 0.80 -1.90 -0.07
C 2.22 -1.83 0.38
O 2.90 -2.84 0.46
N 2.66 -0.60 0.73
C 1.86 0.60 0.67
C 2.00 1.35 -0.65
C 3.45 1.64 -1.04
C 4.22 0.36 -1.40
C 4.94 -0.31 -0.23
C 4.07 -0.45 1.03
N 0.39 -1.37 -1.19
O -0.92 -1.67 -1.33
H -6.21 -0.04 -0.33
H -5.42 -1.62 -0.07
H -6.09 -1.21 -1.67
H -3.40 2.09 -1.27
H -0.91 3.72 1.03
H -2.50 4.17 0.40
H -1.25 3.60 -0.70
H -1.07 1.71 2.30
H -1.83 -0.63 2.50
H -3.26 -2.52 -1.12
H -2.94 -3.75 0.14
H -0.23 -3.15 1.47
H 2.19 1.24 1.50
H 0.81 0.35 0.84
H 1.45 2.29 -0.56
H 1.53 0.76 -1.43
H 3.96 2.17 -0.23
H 3.44 2.30 -1.91
H 4.97 0.59 -2.16
H 3.52 -0.35 -1.85
H 5.83 0.26 0.04
H 5.26 -1.30 -0.55
H 4.39 -1.33 1.59
H 4.17 0.43 1.67
```

SMILES	COc1cc(C)ccc1OCc1cc(C(=O)N2CCCCCC2)no1
E_tot	-31261.0527	eV
energy relative to the best compared isomer or geometry (same formula, charge and spin)	81.5	kcal/mol
maximum force	1.12	eV/Å
HOMO	-8.86	eV

Atom charges from the Mulliken analysis, given in e for atoms 1 to 2:
1 C -0.73
2 O -0.50

no.,frontier orbital gap (eV)
1,8.49
2,9.63